No. 1
Formula: C28H37N3O5S
Source: the Open Molecules 2025 dataset
Level of theory: the ωB97M-V functional and the def2-TZVPD basis

Output
SMILES: CCCCOc1ccc(NC(=O)[C@@H]2CCCN2C(=O)C2CCN(S(=O)(=O)c3ccc(C)cc3)CC2)cc1
Electronic energy (eV): -55180.955
Orbital gap (eV): 8.5
Energy above the lowest of the compared OMol25 structures with the same formula, charge and spin (kJ/mol): 145.9
HOMO energy (hartree): -0.29085
Charge: 0
Spin multiplicity: 1

Each line ends with the Löwdin charge.
Atoms and positions in Å:
C -1.02 4.29 -1.71  -0.108
C -1.35 3.17 -2.68  -0.262
C -0.58 3.32 -3.99  -0.174
C -0.87 2.23 -5.03  -0.193
O -0.17 1.03 -4.77  -0.048
C -0.62 0.14 -3.83  -0.284
C -1.95 -0.04 -3.46  -0.015
C -2.28 -0.98 -2.50  0.000
C -1.30 -1.74 -1.88  -0.220
N -1.55 -2.61 -0.81  0.144
C -2.72 -2.83 -0.17  -0.407
O -3.82 -2.55 -0.59  0.073
C -2.51 -3.40 1.25  -0.159
C -3.81 -3.92 1.85  -0.114
C -4.00 -3.10 3.13  -0.143
C -3.29 -1.79 2.82  -0.133
N -2.13 -2.23 2.06  0.007
C -0.90 -1.71 1.99  -0.415
O 0.02 -2.31 1.44  0.047
C -0.72 -0.27 2.46  -0.215
C -0.75 0.56 1.17  -0.101
C -0.50 2.04 1.49  -0.173
N 0.71 2.23 2.23  -0.229
S 2.11 2.63 1.42  0.680
O 2.99 3.20 2.39  -0.278
O 1.71 3.41 0.28  -0.286
C 2.86 1.10 0.84  -0.272
C 3.74 0.44 1.66  -0.063
C 4.31 -0.75 1.24  -0.023
C 4.01 -1.27 -0.01  -0.259
C 4.60 -2.57 -0.46  -0.042
C 3.14 -0.57 -0.84  -0.029
C 2.55 0.61 -0.42  -0.051
C 0.84 1.43 3.42  -0.179
C 0.63 -0.06 3.16  -0.112
C 0.03 -1.58 -2.28  -0.021
C 0.36 -0.66 -3.25  -0.006
H 0.01 4.23 -1.37  0.055
H -1.67 4.24 -0.84  0.067
H -1.17 5.26 -2.19  0.073
H -1.10 2.21 -2.22  0.094
H -2.42 3.17 -2.90  0.112
H -0.83 4.28 -4.44  0.116
H 0.49 3.32 -3.79  0.123
H -0.50 2.54 -6.01  0.125
H -1.95 2.06 -5.11  0.113
H -2.74 0.54 -3.91  0.110
H -3.32 -1.11 -2.21  0.102
H -0.70 -2.88 -0.31  0.115
H -1.69 -4.13 1.26  0.155
H -4.62 -3.70 1.15  0.110
H -3.78 -4.99 2.04  0.115
H -3.51 -3.59 3.97  0.115
H -5.05 -2.95 3.38  0.113
H -3.92 -1.14 2.20  0.136
H -2.99 -1.25 3.72  0.121
H -1.53 0.05 3.11  0.132
H 0.02 0.19 0.49  0.111
H -1.72 0.46 0.67  0.129
H -0.40 2.62 0.57  0.093
H -1.33 2.44 2.08  0.136
H 3.99 0.87 2.62  0.115
H 5.00 -1.27 1.89  0.117
H 4.69 -2.60 -1.54  0.080
H 5.58 -2.72 -0.01  0.079
H 3.95 -3.39 -0.15  0.088
H 2.92 -0.95 -1.82  0.097
H 1.88 1.17 -1.05  0.113
H 1.84 1.62 3.82  0.113
H 0.10 1.78 4.15  0.132
H 1.42 -0.46 2.52  0.103
H 0.64 -0.61 4.10  0.128
H 0.79 -2.18 -1.81  0.110
H 1.38 -0.53 -3.58  0.114



No. 2
Formula: C28H38BF2FeN8Se
Source: the Open Molecules 2025 dataset
Level of theory: the ωB97M-V functional and the def2-TZVPD basis

Output
Electronic energy (eV): -147415.565
Orbital gap (spin up / spin down) (eV): 7.7 / 7.4
HOMO energy (spin up / spin down) (hartree): -0.35375 / -0.35364
Charge: +1
Spin multiplicity: 5

Each line ends with the Löwdin charge.
Atoms and positions in Å:
Fe 0.79 -0.58 0.27  0.591
C 3.19 -3.46 -1.92  -0.039
N 1.91 -3.06 -1.43  -0.115
C 1.68 -3.45 -0.06  -0.068
C 0.97 -2.46 -2.15  -0.391
N 0.15 -1.67 -1.43  0.036
C -1.26 -1.83 -1.65  -0.218
C -1.75 -3.06 -1.99  -0.067
C -3.09 -3.33 -2.29  -0.060
C -3.99 -2.26 -2.37  0.007
C -3.54 -0.94 -1.92  -0.160
C -4.46 0.09 -1.88  -0.055
C -4.06 1.32 -1.46  -0.079
C -2.78 1.55 -1.02  -0.037
C -1.79 0.57 -1.14  -0.228
N -0.54 0.88 -0.57  0.023
C -0.06 2.11 -0.75  -0.420
N -0.03 2.73 -1.94  -0.087
C -0.04 4.20 -2.17  -0.014
C -0.15 1.82 -3.11  -0.025
N 0.42 2.74 0.34  -0.156
C -0.25 2.69 1.61  -0.049
C 1.65 3.52 0.45  -0.025
C -2.19 -0.72 -1.57  -0.053
N 0.87 -2.63 -3.48  -0.129
C 1.00 -3.95 -4.07  -0.048
C 0.04 -1.76 -4.25  -0.020
H 3.92 -3.07 -1.25  0.085
H 3.40 -3.08 -2.88  0.089
H 3.33 -4.57 -1.96  0.118
H 2.36 -4.22 0.23  0.096
H 0.66 -3.86 0.14  0.114
H 1.86 -2.74 0.74  0.009
H -1.02 -3.86 -2.14  0.114
H -3.37 -4.36 -2.42  0.104
H -5.07 -2.34 -2.52  0.107
H -5.52 -0.08 -2.16  0.128
H -4.81 2.14 -1.38  0.127
H -2.52 2.46 -0.55  0.105
H 0.12 4.74 -1.21  0.089
H -0.98 4.52 -2.56  0.078
H 0.71 4.56 -2.95  0.116
H 0.29 0.82 -2.80  0.078
H 0.45 2.14 -3.95  0.090
H -1.21 1.55 -3.39  0.113
H -0.97 1.85 1.67  0.082
H -0.72 3.68 1.72  0.107
H 0.56 2.52 2.40  0.110
H 2.01 3.55 -0.55  0.085
H 2.26 2.97 1.12  0.075
H 1.50 4.53 0.85  0.107
H 1.56 -4.02 -5.00  0.102
H -0.02 -4.28 -4.32  0.095
H 1.34 -4.77 -3.42  0.100
H 0.06 -0.74 -3.83  0.081
H -1.01 -2.18 -4.18  0.115
H 0.33 -1.83 -5.27  0.088
C 1.99 -0.87 3.90  -0.013
N 0.82 0.01 4.12  -0.053
C -0.35 -0.24 3.44  -0.707
Se -0.57 -1.68 2.30  0.742
N -1.28 0.65 3.89  0.127
C -0.64 1.49 4.85  -0.200
C -1.20 2.53 5.54  0.002
C -0.35 3.24 6.39  -0.070
C 1.00 2.88 6.51  -0.079
C 1.56 1.82 5.79  0.019
C 0.67 1.10 4.95  -0.174
H 2.82 -0.56 4.54  0.103
H 2.21 -0.86 2.87  0.008
H 1.71 -1.90 4.19  0.097
H -2.27 0.58 3.67  0.175
H -2.22 2.83 5.55  0.111
H -0.66 4.02 7.07  0.111
H 1.63 3.51 7.15  0.112
H 2.65 1.62 5.88  0.126
F 3.72 0.45 -0.24  0.098
B 2.90 -0.45 0.35  -0.624
F 3.69 -1.31 1.08  0.068



No. 3
Formula: C28H38BF4InN7OS2
Source: the Open Molecules 2025 dataset
Level of theory: the ωB97M-V functional and the def2-TZVPD basis

Output
Electronic energy (eV): -80519.503
Orbital gap (eV): 7.8
Energy above the lowest of the compared OMol25 structures with the same formula, charge and spin (kJ/mol): 0.0
HOMO energy (hartree): -0.38102
Charge: +1
Spin multiplicity: 1

Each line ends with the Löwdin charge.
Atoms and positions in Å:
In -0.42 0.34 -0.40  0.615
C -1.95 -1.04 -3.57  -0.071
C -1.82 -1.94 -2.35  -0.244
N -2.23 -1.27 -1.11  -0.202
C -3.71 -1.03 -1.14  -0.207
C -4.20 0.36 -0.77  -0.082
C -1.93 -2.12 0.05  -0.210
C -2.21 -1.39 1.35  -0.220
N -1.54 -0.10 1.33  -0.069
C -1.37 0.59 2.50  -0.170
C -0.77 1.86 2.49  -0.158
F -0.39 2.36 1.28  0.018
C -0.55 2.63 3.61  -0.217
F 0.03 3.83 3.44  0.098
C -0.94 2.20 4.86  0.078
C -1.55 0.96 4.91  -0.212
F -1.97 0.48 6.08  0.111
C -1.76 0.18 3.79  -0.132
F -2.38 -1.01 3.98  0.083
H -1.64 -1.58 -4.46  0.088
H -1.33 -0.15 -3.47  0.026
H -2.97 -0.71 -3.73  0.081
H -0.78 -2.27 -2.23  0.088
H -2.42 -2.85 -2.49  0.135
H -4.17 -1.75 -0.45  0.120
H -4.08 -1.29 -2.13  0.112
H -3.86 0.65 0.22  0.065
H -5.29 0.36 -0.79  0.089
H -3.85 1.10 -1.48  0.018
H -0.88 -2.40 0.01  0.082
H -2.52 -3.05 0.02  0.144
H -1.84 -2.04 2.15  0.119
H -3.28 -1.27 1.52  0.126
H -0.79 2.79 5.74  0.141
C -2.52 4.34 0.11  -0.010
N -1.19 4.44 -0.49  -0.122
C -0.31 5.47 -0.27  -0.021
C 0.79 5.19 -1.01  -0.042
N 0.57 4.01 -1.69  0.020
B 1.72 3.50 -2.65  -0.402
N 1.32 2.24 -3.50  -0.009
C 1.03 2.28 -4.84  -0.028
C 1.00 1.00 -5.31  -0.016
N 1.28 0.19 -4.23  -0.106
C 1.48 -1.25 -4.28  -0.004
C 1.43 0.96 -3.14  -0.685
S 1.77 0.36 -1.56  0.781
C -0.64 3.56 -1.35  -0.654
S -1.47 2.13 -1.87  0.743
H -2.51 4.90 1.05  0.101
H -2.74 3.30 0.31  0.065
H -3.27 4.75 -0.56  0.103
H -0.53 6.28 0.39  0.132
H 1.70 5.74 -1.14  0.131
H 1.94 4.38 -3.44  0.083
H 2.67 3.23 -1.97  0.074
H 0.91 3.21 -5.36  0.131
H 0.85 0.61 -6.30  0.130
H 1.23 -1.60 -5.27  0.102
H 0.86 -1.74 -3.53  0.060
H 2.53 -1.48 -4.06  0.105
O 1.22 -2.85 -0.81  -0.126
C 2.42 -2.83 -0.01  -0.240
C 2.13 -3.14 1.45  -0.151
C 1.26 -2.08 2.15  -0.122
C 1.98 -0.76 2.25  -0.269
C 3.02 -0.63 3.16  -0.005
C 3.74 0.55 3.21  -0.034
C 3.42 1.56 2.33  -0.032
C 2.37 1.36 1.45  -0.159
N 1.64 0.23 1.41  0.039
H 0.88 -3.74 -0.77  0.097
H 2.83 -1.82 -0.13  0.083
H 3.14 -3.53 -0.42  0.125
H 3.08 -3.22 1.98  0.120
H 1.64 -4.11 1.52  0.121
H 1.01 -2.43 3.15  0.131
H 0.33 -1.94 1.60  0.071
H 3.25 -1.45 3.83  0.124
H 4.55 0.67 3.92  0.117
H 3.95 2.50 2.31  0.115
H 2.08 2.13 0.76  0.092



No. 4
Formula: C28H38CdN4OP2
Source: the Open Molecules 2025 dataset
Level of theory: the ωB97M-V functional and the def2-TZVPD basis

Output
Electronic energy (eV): -60798.108
Orbital gap (eV): 7.4
HOMO energy (hartree): -0.27714
Charge: 0
Spin multiplicity: 1

Each line ends with the Löwdin charge.
Atoms and positions in Å:
Cd 0.23 0.48 3.28  1.093
C -2.07 1.83 -4.50  -0.110
C -2.17 0.55 -4.13  -0.126
C -1.40 -0.60 -4.71  -0.184
C 0.07 -0.28 -5.11  -0.199
C 0.86 0.57 -4.14  -0.112
C 0.93 1.91 -4.20  -0.106
C 0.24 2.75 -5.25  -0.185
C -1.20 2.33 -5.62  -0.199
C 1.91 1.31 4.34  -0.313
H -2.69 2.61 -4.05  0.098
H -2.94 0.24 -3.41  0.087
H -1.91 -0.99 -5.61  0.120
H -1.40 -1.43 -3.99  0.103
H 0.59 -1.24 -5.21  0.109
H 0.07 0.18 -6.12  0.097
H 1.44 0.00 -3.41  0.091
H 1.57 2.47 -3.51  0.100
H 0.83 2.75 -6.19  0.118
H 0.23 3.80 -4.90  0.106
H -1.70 3.23 -6.04  0.110
H -1.15 1.60 -6.45  0.099
H 1.51 1.83 5.22  -0.052
H 2.49 2.01 3.73  -0.076
H 2.52 0.45 4.65  -0.060
P 1.72 -0.43 1.36  0.952
P -1.39 -0.69 1.63  0.965
N 2.70 0.85 0.69  -0.260
N 2.92 -1.67 1.80  -0.235
N -2.21 0.54 0.71  -0.252
N -2.78 -1.64 2.05  -0.238
C 0.84 -1.12 -0.09  -0.363
C -0.55 -1.69 0.32  -0.354
C 2.65 2.19 1.12  -0.157
C 3.66 2.89 0.49  -0.084
C 4.34 1.97 -0.39  -0.085
C 3.74 0.73 -0.25  -0.129
C 3.81 -1.57 2.89  -0.125
C 4.46 -2.79 3.06  -0.083
C 3.96 -3.68 2.05  -0.089
C 3.02 -2.98 1.31  -0.146
C -2.35 1.88 1.12  -0.137
C -2.71 2.64 0.02  -0.077
C -2.83 1.76 -1.10  -0.073
C -2.57 0.48 -0.64  -0.153
C -3.75 -2.08 1.14  -0.141
C -4.64 -2.89 1.80  -0.093
C -4.23 -2.98 3.17  -0.084
C -3.10 -2.19 3.30  -0.111
H 1.45 -1.90 -0.58  0.070
H 0.72 -0.31 -0.84  0.084
H -1.21 -1.82 -0.56  0.072
H -0.41 -2.70 0.75  0.095
H 1.91 2.50 1.84  0.063
H 3.90 3.93 0.64  0.096
H 5.17 2.21 -1.03  0.092
H 3.94 -0.22 -0.71  0.106
H 3.90 -0.65 3.44  0.086
H 5.20 -3.04 3.81  0.096
H 4.27 -4.71 1.89  0.093
H 2.40 -3.30 0.49  0.086
H -2.18 2.15 2.15  0.090
H -2.91 3.71 -0.01  0.096
H -3.05 2.03 -2.12  0.060
H -2.63 -0.47 -1.15  0.081
H -3.73 -1.74 0.11  0.082
H -5.50 -3.37 1.36  0.089
H -4.71 -3.54 3.95  0.091
H -2.49 -1.92 4.15  0.067
C -1.13 -0.54 6.08  -0.313
O -1.04 -0.56 4.68  -0.613
H -0.19 -0.95 6.51  0.059
H -1.97 -1.18 6.45  0.058
H -1.29 0.49 6.46  0.056



No. 5
Formula: C28H38CsN4OPSb
Source: the Open Molecules 2025 dataset
Level of theory: the ωB97M-V functional and the def2-TZVPD basis

Output
Electronic energy (eV): -54030.608
Orbital gap (eV): 7.9
Energy above the lowest of the compared OMol25 structures with the same formula, charge and spin (kJ/mol): 100.8
HOMO energy (hartree): -0.37152
Charge: +1
Spin multiplicity: 1

Each line ends with the Löwdin charge.
Atoms and positions in Å:
Cs 1.62 0.25 -0.69  1.051
N -2.31 1.47 -0.01  0.096
C -2.84 2.39 -0.89  -0.353
C -4.22 2.43 -1.08  -0.038
C -4.79 3.35 -1.93  -0.078
C -3.99 4.27 -2.59  -0.087
C -2.62 4.27 -2.39  -0.077
C -2.02 3.33 -1.55  -0.307
P -0.21 3.11 -1.42  1.010
C 0.41 4.52 -2.41  -0.408
C 0.19 5.84 -1.98  -0.100
C 0.71 6.89 -2.71  -0.064
C 1.43 6.64 -3.87  -0.072
C 1.65 5.35 -4.29  -0.077
C 1.14 4.28 -3.57  -0.096
C 0.24 3.78 0.23  -0.405
C 1.58 4.09 0.43  -0.125
C 2.01 4.55 1.66  -0.085
C 1.10 4.70 2.70  -0.088
C -0.23 4.40 2.50  -0.076
C -0.67 3.94 1.27  -0.078
H -2.83 0.62 0.11  0.100
H -1.31 1.35 -0.06  0.011
H -4.84 1.72 -0.56  0.112
H -5.86 3.35 -2.09  0.108
H -4.44 5.00 -3.25  0.103
H -2.01 4.98 -2.92  0.098
H -0.38 6.02 -1.09  0.119
H 0.55 7.90 -2.38  0.109
H 1.82 7.47 -4.44  0.107
H 2.21 5.16 -5.19  0.106
H 1.29 3.26 -3.90  0.100
H 2.28 4.00 -0.39  0.110
H 3.05 4.79 1.81  0.112
H 1.44 5.06 3.66  0.108
H -0.94 4.54 3.30  0.111
H -1.72 3.71 1.12  0.099
C 2.96 -1.14 5.84  -0.192
C 2.10 -1.67 4.71  -0.447
Sb 1.45 -0.25 3.16  1.310
C -0.16 0.77 4.24  -0.436
C -0.08 0.74 5.76  -0.186
C 2.99 1.30 3.29  -0.442
C 2.99 2.17 4.53  -0.183
H 3.19 -1.94 6.54  0.073
H 2.45 -0.36 6.40  0.046
H 3.90 -0.75 5.47  0.065
H 1.18 -2.10 5.11  0.038
H 2.63 -2.46 4.19  0.028
H -1.08 0.31 3.91  0.036
H -0.16 1.80 3.87  0.023
H -0.07 -0.28 6.13  0.060
H -0.95 1.24 6.19  0.073
H 0.81 1.26 6.12  0.049
H 2.83 1.94 2.41  0.009
H 3.95 0.80 3.16  0.045
H 2.05 2.69 4.63  0.047
H 3.79 2.91 4.47  0.076
H 3.17 1.58 5.43  0.048
C 1.70 -6.08 -2.06  -0.015
N 1.57 -4.66 -1.87  -0.095
C 1.70 -3.69 -2.93  -0.024
C 1.60 -2.38 -2.14  -0.571
O 1.66 -1.27 -2.62  -0.299
N 1.41 -2.67 -0.83  0.062
C 1.41 -4.00 -0.71  -0.407
N 1.28 -4.61 0.47  0.228
H 1.88 -6.26 -3.12  0.100
H 0.79 -6.61 -1.77  0.098
H 2.54 -6.48 -1.49  0.100
H 0.90 -3.76 -3.66  0.149
H 2.66 -3.77 -3.44  0.148
H 1.07 -4.04 1.27  0.118
H 1.18 -5.61 0.53  0.114



No. 6
Formula: C28H38HfN4OP2
Source: the Open Molecules 2025 dataset
Level of theory: the ωB97M-V functional and the def2-TZVPD basis

Output
Electronic energy (eV): -57522.377
Orbital gap (eV): 4.7
Energy above the lowest of the compared OMol25 structures with the same formula, charge and spin (kJ/mol): 0.0
HOMO energy (hartree): -0.48766
Charge: +2
Spin multiplicity: 1

Each line ends with the Löwdin charge.
Atoms and positions in Å:
Hf 1.64 0.98 -0.28  1.430
C -0.24 1.67 4.29  -0.077
C -0.28 0.99 3.13  -0.130
C -1.17 1.01 1.93  -0.187
C -0.98 2.12 0.84  -0.200
C -1.29 3.50 1.37  -0.109
C -1.83 3.71 2.56  -0.075
C -2.36 2.93 3.73  -0.179
C -1.25 2.64 4.76  -0.177
C 3.70 1.37 -1.03  -0.247
H 0.62 1.47 4.93  0.120
H 0.59 0.37 2.90  0.066
H -2.24 0.97 2.17  0.122
H -1.02 0.05 1.41  0.057
H 0.04 2.19 0.33  0.009
H -1.67 1.91 0.02  0.108
H -1.00 4.36 0.74  0.118
H -2.38 4.69 2.56  0.136
H -2.91 2.01 3.50  0.115
H -3.06 3.59 4.24  0.120
H -0.79 3.59 5.09  0.133
H -1.74 2.22 5.65  0.129
H 4.06 2.24 -0.43  0.021
H 3.69 1.65 -2.09  -0.010
H 4.52 0.63 -0.92  0.031
P 0.27 0.47 -2.24  0.960
P 1.22 -1.66 0.45  1.144
N -1.28 1.02 -2.85  -0.243
N 0.93 -0.13 -3.76  -0.248
N -0.40 -2.29 1.33  -0.207
N 1.92 -3.46 0.73  -0.206
C -0.39 -1.13 -1.65  -0.402
C 0.63 -2.16 -1.19  -0.408
C -1.61 2.35 -3.05  -0.127
C -2.94 2.44 -3.41  -0.040
C -3.44 1.10 -3.48  -0.031
C -2.40 0.24 -3.19  -0.125
C 2.05 0.40 -4.41  -0.115
C 2.08 -0.12 -5.70  -0.029
C 0.94 -1.00 -5.85  -0.015
C 0.26 -0.99 -4.64  -0.111
C -0.65 -2.18 2.69  -0.168
C -1.91 -2.68 2.99  -0.049
C -2.47 -3.19 1.78  -0.038
C -1.51 -2.96 0.80  -0.182
C 1.21 -4.66 0.59  -0.143
C 2.05 -5.75 0.84  -0.040
C 3.35 -5.21 1.10  -0.057
C 3.23 -3.81 1.02  -0.148
H -0.95 -1.58 -2.47  0.061
H -1.11 -0.93 -0.85  0.082
H 0.19 -3.17 -1.20  0.089
H 1.52 -2.23 -1.84  0.107
H -0.84 3.08 -2.92  0.104
H -3.51 3.33 -3.57  0.111
H -4.45 0.77 -3.66  0.114
H -2.37 -0.83 -3.21  0.098
H 2.69 1.08 -3.89  0.076
H 2.79 0.11 -6.46  0.103
H 0.64 -1.55 -6.72  0.111
H -0.63 -1.51 -4.34  0.094
H 0.07 -1.78 3.36  0.104
H -2.34 -2.68 3.99  0.113
H -3.44 -3.65 1.58  0.117
H -1.56 -3.27 -0.23  0.098
H 0.17 -4.68 0.33  0.085
H 1.73 -6.78 0.84  0.109
H 4.24 -5.78 1.30  0.102
H 3.98 -3.05 1.14  0.093
C 1.87 3.56 1.73  -0.125
O 1.87 2.38 1.02  -0.439
H 1.30 4.32 1.17  0.096
H 2.90 3.91 1.88  0.108
H 1.43 3.44 2.72  0.093



> Which value of electronic energy does entry 2 give?

-147415.565 eV